No. 1
DFT (the ωB97M-V functional and the def2-TZVPD basis) results for C39H50I2N5O7RbSSi as an isolated structure.

Computed properties:
**Net charge**: -2
**Orbital gap**: 5.81 eV
**ΔE to the lowest compared entry with this formula, charge and spin**: 0.752 eV

Geometry (Å):
Rb: -1.5692 -2.5313 -0.3524
C: -4.4530 3.3771 7.4624
O: -5.7449 3.6158 6.9454
C: -5.8555 3.6137 5.5798
C: -7.1371 3.7071 5.0620
C: -7.3405 3.7037 3.6900
C: -6.2737 3.5764 2.8016
C: -4.9863 3.5226 3.3391
C: -4.7723 3.5426 4.7111
N: -6.5141 3.7189 1.4041
N: -5.9904 2.9815 0.5144
C: -5.4523 1.7108 0.6752
C: -5.7522 0.7800 1.6939
C: -5.2600 -0.4993 1.7104
C: -4.3709 -1.0002 0.7010
O: -3.9088 -2.1544 0.7070
C: -4.0387 -0.0353 -0.3752
N: -3.1659 -0.4615 -1.3174
C: -2.7834 0.3634 -2.2646
C: -3.2679 1.6776 -2.3636
C: -4.1711 2.1208 -1.4348
C: -4.5861 1.2651 -0.3892
H: -4.5535 3.3493 8.5444
H: -3.7530 4.1734 7.1924
H: -4.0505 2.4221 7.1128
H: -7.9708 3.7784 5.7518
H: -8.3437 3.7800 3.2863
H: -4.1411 3.4580 2.6643
H: -3.7568 3.4915 5.0826
H: -6.4416 1.0664 2.4711
H: -5.5449 -1.1916 2.4938
H: -2.0508 -0.0175 -2.9727
H: -2.9156 2.3241 -3.1591
H: -4.5699 3.1266 -1.4652
I: -0.4191 -5.5177 0.8893
I: -0.0812 -6.4159 3.7401
C: 0.4929 -4.8560 -1.8149
O: -0.7219 -4.9450 -1.0964
H: 0.8867 -5.8427 -2.0886
H: 1.2809 -4.3297 -1.2633
H: 0.3350 -4.2882 -2.7366
S: 3.5710 1.3048 3.7649
C: 2.1895 0.5070 2.9534
C: 2.2663 0.2498 1.5947
C: 1.1778 -0.3498 0.9681
N: 0.0730 -0.6959 1.6305
C: 0.0083 -0.4447 2.9387
C: 1.0334 0.1639 3.6455
C: 4.2697 -0.0772 4.6561
C: 5.4066 -0.7026 4.1638
C: 5.9585 -1.7473 4.8925
N: 5.4550 -2.1914 6.0448
C: 4.3536 -1.5894 6.4990
C: 3.7325 -0.5299 5.8527
H: 3.1563 0.5006 1.0301
H: 1.1889 -0.5678 -0.1036
H: -0.9049 -0.7449 3.4435
H: 0.9245 0.3655 4.7034
H: 5.8457 -0.3805 3.2282
H: 6.8464 -2.2570 4.5312
H: 3.9511 -1.9714 7.4322
H: 2.8551 -0.0633 6.2804
C: 0.8660 -0.4035 -6.8033
C: 0.7186 -1.1683 -5.4938
C: 1.3262 -2.5643 -5.6453
C: -0.7620 -1.2907 -5.1211
O: 1.3999 -0.3951 -4.5106
Si: 1.7691 -0.8294 -2.9295
O: 0.5891 -1.3823 -2.0751
O: 2.4749 0.5868 -2.3517
C: 1.9944 1.9281 -2.4663
C: 0.4620 2.0076 -2.4712
C: 2.5611 2.5449 -3.7457
C: 2.5205 2.6880 -1.2545
O: 3.0537 -1.8831 -3.1182
C: 4.2469 -2.0768 -2.3740
C: 4.7052 -3.5028 -2.6582
C: 4.0209 -1.9080 -0.8682
C: 5.3069 -1.0809 -2.8563
H: 0.3576 -0.9237 -7.6198
H: 1.9261 -0.2940 -7.0510
H: 0.4341 0.5956 -6.6943
H: 0.8413 -3.1020 -6.4647
H: 1.2032 -3.1346 -4.7190
H: 2.3993 -2.4874 -5.8417
H: -1.2801 -1.9800 -5.7951
H: -1.2481 -0.3101 -5.1769
H: -0.8388 -1.6581 -4.0917
H: 0.0602 1.5866 -3.3973
H: 0.1364 3.0475 -2.3757
H: 0.0570 1.4250 -1.6374
H: 2.2790 1.9197 -4.5954
H: 3.6534 2.5908 -3.6875
H: 2.1709 3.5575 -3.8961
H: 2.0677 2.2934 -0.3418
H: 2.2796 3.7526 -1.3328
H: 3.6074 2.5741 -1.1867
H: 3.9090 -4.2029 -2.3926
H: 5.6015 -3.7470 -2.0788
H: 4.9271 -3.6183 -3.7232
H: 3.2375 -2.5917 -0.5239
H: 3.6989 -0.8835 -0.6608
H: 4.9437 -2.1136 -0.3175
H: 5.5175 -1.2501 -3.9167
H: 6.2373 -1.1898 -2.2881
H: 4.9228 -0.0651 -2.7327

No. 2
DFT (the ωB97M-V functional and the def2-TZVPD basis) results for C39H50I2N5O7RbSSi as an isolated structure.

Computed properties:
**Net charge**: -2
**Orbital gap**: 5.99 eV
**ΔE to the lowest compared entry with this formula, charge and spin**: 0.000 eV

Geometry (Å):
Rb: -0.9030 -0.5890 0.5627
C: 4.5759 0.0195 -2.9541
O: 5.6551 -0.6806 -2.3620
C: 5.4014 -1.9491 -1.9241
C: 4.2144 -2.6356 -2.1634
C: 4.0344 -3.9085 -1.6413
C: 5.0275 -4.5136 -0.8782
C: 6.2345 -3.8430 -0.7052
C: 6.4195 -2.5679 -1.2066
N: 4.9414 -5.8518 -0.3743
N: 3.8966 -6.3071 0.1505
C: 2.7765 -5.5314 0.4891
C: 1.5491 -6.1409 0.2460
C: 0.3453 -5.4702 0.3088
C: 0.2721 -4.0904 0.6560
O: -0.7788 -3.4187 0.6289
C: 1.5548 -3.4915 1.1063
N: 1.4819 -2.2395 1.6076
C: 2.5669 -1.6775 2.0868
C: 3.8062 -2.3329 2.1351
C: 3.9025 -3.5950 1.6176
C: 2.7709 -4.2112 1.0409
H: 4.9307 1.0309 -3.1353
H: 3.7070 0.0554 -2.2925
H: 4.2779 -0.4324 -3.9047
H: 3.4136 -2.1834 -2.7317
H: 3.0948 -4.4188 -1.8080
H: 7.0234 -4.3340 -0.1476
H: 7.3448 -2.0291 -1.0464
H: 1.5766 -7.1775 -0.0753
H: -0.5825 -5.9680 0.0563
H: 2.4586 -0.6687 2.4748
H: 4.6639 -1.8427 2.5781
H: 4.8400 -4.1325 1.6593
I: -3.2824 1.6886 2.8896
I: -2.5797 4.2176 4.5136
C: -4.3116 0.1263 0.6278
O: -3.6085 -0.0676 1.8323
H: -3.7220 0.6726 -0.1230
H: -5.2481 0.6787 0.7803
H: -4.5575 -0.8588 0.2167
S: -0.2149 -0.1473 7.9675
C: -0.2115 0.0349 6.2036
C: -0.6476 -1.0259 5.4241
C: -0.5639 -0.9093 4.0444
N: -0.1072 0.1794 3.4333
C: 0.2913 1.1981 4.1908
C: 0.2756 1.1728 5.5759
C: -1.1604 1.2294 8.5420
C: -1.9464 2.0517 7.7494
C: -2.6522 3.0784 8.3644
N: -2.6424 3.3180 9.6753
C: -1.8858 2.5130 10.4200
C: -1.1282 1.4743 9.9144
H: -1.0520 -1.9202 5.8777
H: -0.9075 -1.7176 3.4054
H: 0.6219 2.0888 3.6693
H: 0.6091 2.0316 6.1422
H: -2.0190 1.9407 6.6758
H: -3.2476 3.7388 7.7445
H: -1.8764 2.7144 11.4870
H: -0.5205 0.8671 10.5738
C: 0.8575 0.9384 -6.1782
C: 0.6342 0.8377 -4.6717
C: 1.5987 1.7711 -3.9405
C: 0.8337 -0.6034 -4.2033
O: -0.7093 1.2324 -4.4490
Si: -1.3708 1.5964 -2.9497
O: -0.8607 0.6970 -1.7799
O: -3.0146 1.5538 -3.2530
C: -3.7822 0.4702 -3.7479
C: -3.2364 -0.8787 -3.2825
C: -3.7859 0.5348 -5.2757
C: -5.1973 0.6681 -3.2117
O: -1.0736 3.2272 -2.8087
C: -1.5674 4.1340 -1.8337
C: -0.4693 5.1717 -1.6201
C: -1.8907 3.4434 -0.5116
C: -2.8235 4.7977 -2.3964
H: 1.8679 0.6188 -6.4469
H: 0.7111 1.9687 -6.5076
H: 0.1379 0.3046 -6.7003
H: 2.6331 1.5390 -4.2091
H: 1.4739 1.6661 -2.8610
H: 1.3855 2.8071 -4.2083
H: 1.8609 -0.9340 -4.3879
H: 0.1574 -1.2676 -4.7470
H: 0.6052 -0.6695 -3.1386
H: -2.2265 -1.0403 -3.6620
H: -3.8804 -1.6875 -3.6381
H: -3.1879 -0.9133 -2.1942
H: -2.7646 0.4489 -5.6470
H: -4.1902 1.4953 -5.6024
H: -4.3960 -0.2686 -5.6984
H: -5.1909 0.6289 -2.1212
H: -5.8715 -0.1056 -3.5879
H: -5.5740 1.6460 -3.5178
H: 0.4243 4.6848 -1.2260
H: -0.7897 5.9418 -0.9148
H: -0.2150 5.6420 -2.5725
H: -1.0178 2.9058 -0.1407
H: -2.6964 2.7196 -0.6457
H: -2.2055 4.1709 0.2396
H: -2.5856 5.3056 -3.3339
H: -3.2314 5.5251 -1.6897
H: -3.5748 4.0338 -2.5995

No. 3
DFT (the ωB97M-V functional and the def2-TZVPD basis) results for C39H51CdCl5GeO4PSSi as an isolated structure.

Computed properties:
**Orbital gap (alpha / beta)**: 7.47 / 6.87 eV
**Multiplicity**: 2
**ΔE to the lowest compared entry with this formula, charge and spin**: 0.000 eV

Geometry (Å):
Cd: 0.7734 -0.1273 1.0543
Cl: 0.7350 -2.9575 3.0599
C: 0.9934 -1.4834 3.9543
C: 1.1205 -0.3022 3.2415
C: 1.3043 0.8443 4.0046
Cl: 1.4355 2.3699 3.1679
C: 1.3696 0.8381 5.3938
Cl: 1.6012 2.2935 6.2807
C: 1.2415 -0.3766 6.0669
Cl: 1.3190 -0.4214 7.7839
C: 1.0497 -1.5525 5.3440
Cl: 0.8846 -3.0515 6.1729
C: 0.2842 1.8823 -5.1633
C: 0.9050 3.0131 -4.6504
C: 1.2674 3.0558 -3.3103
C: 1.0118 1.9739 -2.4667
C: 0.3758 0.8561 -2.9906
C: 0.0222 0.8026 -4.3309
Ge: 1.5835 2.0842 -0.6009
C: 3.5416 1.7942 -0.5441
C: 4.2834 1.7415 -1.7253
C: 5.6601 1.5539 -1.6963
C: 6.3173 1.4033 -0.4825
C: 5.5916 1.4418 0.7013
C: 4.2170 1.6353 0.6680
C: 1.1522 3.8213 0.1597
C: 2.1335 4.5916 0.7819
C: 1.8266 5.8407 1.3041
C: 0.5332 6.3341 1.2080
C: -0.4520 5.5747 0.5900
C: -0.1453 4.3258 0.0719
H: -0.0013 1.8454 -6.2072
H: 1.1052 3.8628 -5.2911
H: 1.7450 3.9498 -2.9210
H: 0.1412 0.0251 -2.3425
H: -0.4688 -0.0808 -4.7212
H: 3.7825 1.8466 -2.6815
H: 6.2195 1.5255 -2.6232
H: 7.3902 1.2598 -0.4580
H: 6.0985 1.3293 1.6524
H: 3.6630 1.6749 1.6008
H: 3.1501 4.2221 0.8616
H: 2.5994 6.4270 1.7853
H: 0.2916 7.3079 1.6149
H: -1.4637 5.9536 0.5167
H: -0.9229 3.7324 -0.3952
C: 3.3141 -4.1002 0.1195
P: 3.3667 -2.3014 0.1391
C: 4.4343 -1.7879 -1.2083
C: 4.1848 -1.8172 1.6651
O: 1.9754 -1.7402 0.0106
H: 4.3155 -4.5274 0.1881
H: 2.8413 -4.4315 -0.8053
H: 2.7159 -4.4411 0.9645
H: 5.4426 -2.1786 -1.0624
H: 4.4727 -0.6991 -1.2495
H: 4.0329 -2.1615 -2.1510
H: 5.2108 -2.1884 1.6819
H: 3.6320 -2.2222 2.5124
H: 4.1964 -0.7293 1.7398
C: -0.4981 -4.2191 -0.3771
C: -1.4632 -3.2582 -1.0551
C: -2.8148 -3.9308 -1.2702
C: -0.8842 -2.7793 -2.3776
O: -1.6318 -2.1609 -0.1363
Si: -2.4778 -0.7608 -0.2196
S: -1.3101 0.9254 0.3198
O: -3.7721 -0.8208 0.7732
C: -3.9091 -0.9460 2.2025
C: -2.6430 -1.4849 2.8573
C: -5.0649 -1.9123 2.4238
C: -4.2429 0.4391 2.7428
O: -3.0578 -0.6483 -1.7431
C: -4.1586 0.1054 -2.2800
C: -4.1261 1.5340 -1.7492
C: -3.9584 0.1003 -3.7895
C: -5.4660 -0.5875 -1.9135
H: -0.3333 -5.0990 -1.0028
H: -0.8995 -4.5432 0.5854
H: 0.4546 -3.7172 -0.2082
H: -2.6945 -4.8292 -1.8788
H: -3.5033 -3.2533 -1.7746
H: -3.2452 -4.2206 -0.3094
H: -0.7146 -3.6280 -3.0452
H: 0.0687 -2.2807 -2.2089
H: -1.5794 -2.0937 -2.8623
H: -2.3415 -2.4273 2.3999
H: -2.8263 -1.6598 3.9198
H: -1.8247 -0.7695 2.7668
H: -4.8162 -2.8939 2.0162
H: -5.9623 -1.5457 1.9233
H: -5.2777 -2.0198 3.4888
H: -3.4189 1.1248 2.5388
H: -4.4103 0.4016 3.8211
H: -5.1453 0.8212 2.2625
H: -3.1789 2.0103 -2.0073
H: -4.2367 1.5453 -0.6626
H: -4.9431 2.1140 -2.1825
H: -3.0174 0.5912 -4.0421
H: -4.7731 0.6298 -4.2860
H: -3.9331 -0.9259 -4.1613
H: -5.5967 -0.6094 -0.8328
H: -5.4649 -1.6135 -2.2867
H: -6.3092 -0.0588 -2.3627

No. 4
DFT (the ωB97M-V functional and the def2-TZVPD basis) results for C39H51IMoN10O4PS as an isolated structure.

Computed properties:
**Net charge**: +1
**Orbital gap (alpha / beta)**: 6.16 / 6.16 eV
**ΔE to the lowest compared entry with this formula, charge and spin**: 0.043 eV

Geometry (Å):
Mo: -0.4703 0.2303 0.3574
C: 0.0043 -3.7185 -1.7137
C: 1.2731 -3.3355 -1.0188
N: 2.3299 -4.1126 -1.1358
C: 3.4688 -3.7544 -0.5266
C: 3.6288 -2.6008 0.2077
C: 4.9608 -2.2819 0.8386
O: 4.8792 -2.0993 2.2448
C: 2.5181 -1.7440 0.3415
C: 2.6338 -0.4933 1.0782
N: 1.6649 0.3292 1.0637
C: 1.4906 1.5560 1.7179
C: 2.3943 2.3443 2.4130
C: 1.8894 3.4893 3.0060
C: 0.5373 3.8202 2.8888
C: -0.3428 3.0256 2.1669
C: 0.1426 1.8730 1.5636
I: -0.8922 -0.9369 2.8321
C: 1.3233 -2.1349 -0.2733
O: 0.1955 -1.4165 -0.2607
H: 0.1599 -4.6471 -2.2556
H: -0.3030 -2.9287 -2.4028
H: -0.8037 -3.8506 -0.9911
H: 4.3029 -4.4373 -0.6481
H: 5.3587 -1.3441 0.4458
H: 5.6766 -3.0662 0.5795
H: 4.6125 -2.9292 2.6547
H: 3.5463 -0.2951 1.6342
H: 3.4409 2.0827 2.4988
H: 2.5493 4.1360 3.5688
H: 0.1736 4.7218 3.3657
H: -1.3747 3.3232 2.0638
N: 3.9699 6.5853 -1.4845
C: 2.9302 5.6927 -1.6065
C: 2.7597 4.9579 -2.7878
C: 1.7523 4.0243 -2.8898
C: 0.8916 3.8148 -1.8169
C: 1.0373 4.5465 -0.6445
C: 2.0513 5.4735 -0.5376
S: -0.3483 2.6011 -1.9466
O: -1.4693 2.9531 -1.1132
O: -0.5417 2.3179 -3.3402
N: 0.2840 1.2179 -1.2538
C: 1.3954 0.6669 -1.9627
N: 2.5959 1.1701 -1.7076
C: 3.6113 0.6414 -2.3889
C: 3.4362 -0.3848 -3.2986
C: 2.1401 -0.8449 -3.4643
N: 1.1117 -0.3223 -2.8037
H: 4.3854 6.9241 -2.3358
H: 3.8934 7.2830 -0.7639
H: 3.4255 5.1302 -3.6244
H: 1.6170 3.4598 -3.8025
H: 0.3481 4.3950 0.1731
H: 2.1654 6.0459 0.3751
H: 4.5923 1.0580 -2.1873
H: 4.2643 -0.8090 -3.8472
H: 1.9130 -1.6594 -4.1432
N: -2.1667 0.3845 0.0670
P: -3.7960 0.5398 -0.1766
N: -4.4336 -0.8680 0.3321
C: -3.7287 -2.1051 -0.0957
C: -4.7195 -3.2466 -0.2503
C: -5.4291 -3.5473 1.0743
C: -5.7295 -2.2517 1.8487
C: -5.7701 -1.0539 0.9122
N: -3.9695 0.8473 -1.7536
C: -2.9053 0.8951 -2.7684
C: -3.0985 -0.2037 -3.8021
C: -4.5006 -0.1598 -4.4042
C: -5.5606 -0.2083 -3.3065
C: -5.3348 0.9084 -2.2981
N: -4.4925 1.7135 0.7019
C: -4.4448 1.6248 2.1744
C: -5.6965 2.2478 2.7750
C: -5.8696 3.6848 2.2878
C: -5.8429 3.7457 0.7624
C: -4.5751 3.1052 0.2199
H: -2.9680 -2.3592 0.6450
H: -3.2180 -1.9190 -1.0451
H: -4.1858 -4.1263 -0.6116
H: -5.4492 -2.9877 -1.0225
H: -4.8052 -4.2001 1.6865
H: -6.3514 -4.0938 0.8739
H: -4.9516 -2.0651 2.5939
H: -6.6765 -2.3262 2.3839
H: -6.0541 -0.1528 1.4490
H: -6.5163 -1.2049 0.1238
H: -1.9361 0.8050 -2.2849
H: -2.9323 1.8805 -3.2429
H: -2.9311 -1.1779 -3.3288
H: -2.3390 -0.0900 -4.5773
H: -4.6411 -0.9853 -5.1028
H: -4.6188 0.7653 -4.9781
H: -5.5132 -1.1712 -2.7863
H: -6.5624 -0.1134 -3.7293
H: -6.0533 0.8553 -1.4768
H: -5.4665 1.8843 -2.7792
H: -3.5638 2.1655 2.5254
H: -4.3170 0.5851 2.4764
H: -5.6183 2.2156 3.8632
H: -6.5721 1.6557 2.4939
H: -5.0543 4.2997 2.6846
H: -6.7987 4.1059 2.6728
H: -5.8947 4.7795 0.4169
H: -6.7122 3.2210 0.3543
H: -3.6879 3.6499 0.5594
H: -4.5545 3.1090 -0.8672